1.
Below is a molecular structure, C6H20O7Rb, with properties calculated with the ωB97M-V functional and the def2-TZVPD basis.

Summary:
net charge: +1
ΔE to the lowest compared entry with this formula, charge and spin: 0.0 kJ/mol
LUMO energy: -2.86 eV

Each line ends with the natural charge from an NBO analysis.
CARTESIAN COORDINATES (ANGSTROEM)
Rb: -0.409361 -1.116673 -0.430204  0.964
O: -2.278675 -1.257462 -2.580855  -0.977
H: -2.915592 -1.909011 -2.898445  0.493
H: -2.542511 -0.431966 -3.006290  0.490
C: 3.581823 -1.047378 -0.593293  -0.093
C: 3.716435 -1.448063 -2.063178  -0.098
O: 4.233256 -2.765202 -2.187811  -0.704
O: 2.464009 -1.633956 0.038616  -0.754
H: 3.464698 0.044001 -0.545283  0.164
H: 4.521332 -1.271166 -0.076105  0.195
H: 4.435947 -0.815348 -2.588053  0.202
H: 2.753839 -1.278944 -2.564985  0.157
H: 3.530870 -3.415136 -2.076075  0.464
H: 2.638225 -2.583562 0.106696  0.478
C: -2.975721 -1.218167 1.848327  -0.095
C: -2.108681 -0.493256 2.859042  -0.105
O: -0.753725 -0.569210 2.434343  -0.759
O: -3.212888 -0.372379 0.652122  -0.770
H: -4.017136 -1.295421 2.157329  0.206
H: -2.568492 -2.132698 1.421703  0.183
H: -2.256921 -0.937281 3.847232  0.191
H: -2.451146 0.543891 2.921827  0.189
H: -0.172218 -0.280260 3.144833  0.495
H: -3.912348 0.239940 0.899335  0.482
C: -0.973679 3.348286 -0.173025  -0.095
C: 0.413532 2.792355 0.062774  -0.103
O: 0.619684 1.613716 -0.706085  -0.763
O: -1.915639 2.702699 0.679193  -0.720
H: -1.216635 3.168364 -1.226939  0.173
H: -1.071367 4.419049 -0.028826  0.208
H: 0.569125 2.663196 1.141954  0.178
H: 1.217578 3.512808 -0.139949  0.182
H: 1.565424 1.455251 -0.774839  0.481
H: -1.973033 1.768974 0.444898  0.466

Atoms 1-3, force components in eV/Å:
Rb -0.05 0.14 0.07
O -0.07 0.04 -0.15
H 0.07 0.06 0.04

2.
Below is a molecular structure, C6H21AgN4O5, with properties calculated with the ωB97M-V functional and the def2-TZVPD basis.

Summary:
ΔE to the lowest compared entry with this formula, charge and spin: 0.0 kJ/mol
LUMO energy: 0.36 eV

Each line ends with the natural charge from an NBO analysis.
CARTESIAN COORDINATES (ANGSTROEM)
Ag: -0.204045 0.389204 0.771990  0.883
O: -1.661736 0.683817 2.539580  -1.265
H: -1.115815 -0.100873 2.649920  0.408
C: 1.069621 -2.196096 -1.670925  -0.636
C: -0.451330 -2.203237 -1.663753  -0.061
O: -0.922588 -0.901146 -1.313746  -0.751
H: 1.374092 -1.415887 -2.365540  0.211
H: 1.471643 -3.164062 -1.978783  0.213
H: 1.465769 -2.105156 -0.658118  0.229
H: -0.838340 -2.944898 -0.959129  0.176
H: -0.818638 -2.409019 -2.677046  0.154
H: -1.874991 -0.895240 -1.439650  0.474
C: 2.745124 2.803643 1.608575  -0.633
C: 2.930182 1.326265 1.275454  -0.063
O: 1.912338 0.563771 1.905110  -0.751
H: 1.847245 3.270207 1.206646  0.231
H: 3.557483 3.400303 1.178649  0.203
H: 2.745826 2.901941 2.696266  0.198
H: 3.929195 0.975912 1.546084  0.159
H: 2.877582 1.238221 0.189123  0.182
H: 1.977560 0.644223 2.861077  0.488
C: -1.751672 -2.389489 1.672606  0.777
O: -0.608364 -1.937863 1.800352  -0.731
N: -2.848367 -1.630097 1.865809  -0.873
N: -1.972972 -3.716136 1.391759  -0.859
H: -2.592262 -0.649365 2.130984  0.462
H: -3.782115 -1.971249 1.802358  0.378
H: -1.216647 -4.372841 1.353370  0.400
H: -2.890960 -4.096039 1.277432  0.382
C: -0.316712 2.518781 -1.897551  0.791
O: 0.245126 2.112581 -0.884509  -0.702
N: 0.347277 3.180642 -2.884738  -0.834
N: -1.631989 2.253650 -2.152281  -0.831
H: -0.173386 3.416808 -3.704603  0.383
H: 1.344035 3.254716 -2.858515  0.415
H: -1.996989 2.517980 -3.045375  0.379
H: -2.170182 1.646027 -1.568882  0.417

Atoms 1-3, force components in eV/Å:
Ag -0.47 0.46 -0.08
O -0.01 -0.19 -0.75
H 0.19 -0.06 0.99

3.
Below is 4 unconnected molecules or ions with the total composition C6H21NO3, with properties calculated with the ωB97M-V functional and the def2-TZVPD basis.

Summary:
net charge: -1
ΔE to the lowest compared entry with this formula, charge and spin: 142.1 kJ/mol
⟨S²⟩: 0.75
LUMO energy (alpha / beta): 3.14 / 3.07 eV
spin multiplicity: 2

Each line ends with the natural charge from an NBO analysis.
CARTESIAN COORDINATES (ANGSTROEM)
C: -2.289317 -0.508706 1.284483  -0.635
C: -0.753945 -0.279672 1.385961  -0.299
N: -0.014861 -0.985034 0.383762  -0.488
C: 1.466943 -1.003807 0.602910  -0.425
C: 0.418685 1.064531 -1.293868  -0.677
C: -0.330049 -0.393818 -0.978223  -0.026
C: -0.020976 -1.497193 -1.983085  -0.617
H: -2.805454 0.078712 2.023619  0.219
H: -2.504224 -0.303570 0.221963  0.196
H: -2.547097 -1.652771 1.533571  0.187
H: -0.409772 0.773753 1.471505  0.190
H: -0.503038 -0.679956 2.404328  0.178
H: 2.003057 -1.565917 -0.180181  0.200
H: 1.947897 -0.047896 0.811438  0.195
H: 1.571438 -1.624303 1.490881  0.189
H: -0.433052 1.722484 -1.569169  0.218
H: 0.741049 1.593665 -0.355232  0.190
H: 1.253929 0.964855 -1.954895  0.222
H: -1.435521 -0.220324 -1.058436  0.187
H: 0.947025 -1.879841 -2.108473  0.204
H: -0.632075 -2.315887 -1.732829  0.196
H: -0.495242 -1.318188 -2.845798  0.201
H: -1.490103 -3.201851 -0.229849  0.464
H: -0.565012 -3.167690 0.949398  0.485
O: -0.967707 -3.772216 0.327305  -0.951
H: 1.787357 2.400659 -0.454893  0.474
H: 2.982222 3.208184 -0.242498  0.464
O: 2.629194 2.631478 -0.895242  -0.983
H: -0.216991 4.264647 0.273721  0.338
H: 0.206769 3.913416 1.820003  0.361
O: 0.458868 3.802241 0.897831  -1.458

Atoms 1-3, force components in eV/Å:
C 1.12 -2.29 -0.45
C 0.03 -0.03 2.61
N 0.68 0.71 -1.99

4.
Below is 5 unconnected molecules or ions with the total composition C6H21NO4, with properties calculated with the ωB97M-V functional and the def2-TZVPD basis.

Summary:
ΔE to the lowest compared entry with this formula, charge and spin: 155.0 kJ/mol
LUMO energy: 0.52 eV
SMILES: C=C(CCC)NC.O.O.O.O

Each line ends with the natural charge from an NBO analysis.
CARTESIAN COORDINATES (ANGSTROEM)
C: 0.190048 -1.446670 -1.897651  -0.493
C: 0.521829 -0.394404 -1.116433  0.206
C: 1.504615 -0.535533 0.002628  -0.455
C: 1.158484 0.102777 1.323921  -0.386
C: -0.204586 -0.168950 1.899736  -0.612
N: 0.342172 0.916327 -1.683288  -0.670
C: 1.433932 1.903831 -1.753543  -0.410
H: -0.372235 -1.403668 -2.808015  0.192
H: 0.276519 -2.481161 -1.575931  0.198
H: 1.559186 -1.607268 0.119209  0.211
H: 2.527146 -0.216821 -0.266726  0.232
H: 1.215033 1.216825 1.129579  0.185
H: 1.960773 -0.167527 2.065615  0.201
H: -0.349750 -1.215839 2.119560  0.217
H: -0.452991 0.473927 2.746263  0.212
H: -0.982544 0.211790 1.184901  0.199
H: -0.308024 0.830706 -2.442351  0.377
H: 1.087270 2.844808 -1.326814  0.194
H: 1.874180 1.971062 -2.734197  0.199
H: 2.228078 1.445627 -1.185974  0.207
O: -3.044990 -2.314568 0.587809  -0.963
H: -2.687883 -2.557702 -0.269230  0.467
H: -3.503448 -1.471125 0.494087  0.493
O: -4.166365 0.725926 0.574963  -0.965
H: -3.351689 1.159657 0.236803  0.490
H: -4.216753 1.098238 1.462470  0.468
O: -2.164000 2.518134 -0.648142  -0.954
H: -1.489226 3.024728 -0.170927  0.473
H: -1.619487 1.761997 -0.936393  0.485
O: 3.873965 -1.883905 1.360316  -0.940
H: 3.347742 -2.681424 1.216596  0.474
H: 3.812989 -1.659798 2.291150  0.472

Atoms 1-3, force components in eV/Å:
C -0.61 -0.54 1.32
C 1.64 0.74 -2.78
C -0.23 -0.83 0.27

5.
Below is 5 unconnected molecules or ions with the total composition C6H21NO5, with properties calculated with the ωB97M-V functional and the def2-TZVPD basis.

Summary:
ΔE to the lowest compared entry with this formula, charge and spin: 273.0 kJ/mol
LUMO energy: 0.14 eV
SMILES: CCN(CC)CC=O.O.O.O.O

Each line ends with the natural charge from an NBO analysis.
CARTESIAN COORDINATES (ANGSTROEM)
C: 0.673795 -1.533744 0.924377  -0.648
C: 2.085118 -1.167876 0.400490  -0.216
N: 2.223663 -0.188785 -0.647892  -0.444
C: 2.022201 1.214299 -0.348565  -0.217
C: 0.713341 1.722855 0.288767  -0.648
C: 1.741923 -0.605505 -1.953727  -0.336
C: 0.314505 -0.242985 -2.309185  0.424
O: -0.095475 -0.317780 -3.438120  -0.532
H: 0.352057 -2.511069 0.553682  0.211
H: 0.672628 -1.584314 2.015061  0.210
H: -0.036637 -0.800116 0.557489  0.209
H: 2.569917 -2.081767 0.037543  0.192
H: 2.727903 -0.870098 1.224552  0.195
H: 2.169814 1.769948 -1.280638  0.194
H: 2.855441 1.542726 0.278605  0.190
H: -0.053658 1.870654 -0.460820  0.225
H: 0.327494 1.099827 1.091794  0.197
H: 0.952545 2.681588 0.756548  0.214
H: 1.989818 -1.653086 -2.092541  0.230
H: 2.333223 -0.044699 -2.688338  0.221
H: -0.331208 0.161394 -1.519583  0.115
O: -1.157146 0.827716 3.722056  -0.958
H: -1.291689 1.650489 3.247325  0.479
H: -0.867904 0.141978 3.105364  0.482
O: -2.481630 -1.046070 2.005188  -0.966
H: -3.120265 -1.741451 1.800063  0.472
H: -2.801529 -0.731226 2.871043  0.498
O: -2.190179 2.300508 -1.585750  -0.954
H: -2.252240 1.340141 -1.548599  0.485
H: -1.815859 2.530092 -2.441829  0.474
O: -2.448834 -1.120764 -1.103538  -0.954
H: -3.303001 -1.513230 -1.331309  0.474
H: -2.478148 -1.099658 -0.129529  0.483

Atoms 1-3, force components in eV/Å:
C 0.31 -0.09 -0.40
C 0.36 -0.49 0.24
N -0.67 -0.19 -0.46

6.
Below is 4 unconnected molecules or ions with the total composition C6H21O7P, with properties calculated with the ωB97M-V functional and the def2-TZVPD basis.

Summary:
ΔE to the lowest compared entry with this formula, charge and spin: 201.2 kJ/mol
LUMO energy: 0.68 eV
SMILES: COP(=O)(OC)OC.CO.CO.CO

Each line ends with the natural charge from an NBO analysis.
CARTESIAN COORDINATES (ANGSTROEM)
C: 5.199821 0.763894 4.149211  -0.270
O: 4.206564 1.762616 3.908453  -0.807
P: 3.158047 1.564114 2.627703  2.514
O: 1.891945 0.828291 2.939467  -1.058
O: 4.009648 0.857049 1.390721  -0.790
C: 5.274893 1.360624 1.032235  -0.265
O: 2.943580 3.060951 2.007551  -0.802
C: 2.414913 4.091134 2.824585  -0.253
H: 4.797118 0.214867 5.000384  0.193
H: 6.103681 1.130458 4.635780  0.197
H: 5.404604 0.096150 3.312377  0.195
H: 5.204889 1.847316 0.059446  0.194
H: 5.884374 0.484321 0.811522  0.187
H: 5.788926 1.981772 1.765763  0.189
H: 1.522194 4.460748 2.320066  0.191
H: 3.150231 4.895135 2.792839  0.187
H: 2.134295 3.786006 3.832680  0.196
C: -5.014298 -4.401895 -0.496090  -0.264
O: -5.918213 -5.496520 -0.255102  -0.721
H: -3.978613 -4.635633 -0.742747  0.164
H: -5.362919 -3.736982 -1.286311  0.167
H: -4.757708 -3.873881 0.422319  0.185
H: -5.970470 -6.060730 -1.030057  0.468
C: -4.044527 -0.926596 -6.405729  -0.258
O: -4.841268 -2.055219 -6.116856  -0.727
H: -3.196420 -1.411272 -6.889372  0.181
H: -4.695220 -0.260717 -6.972560  0.168
H: -3.769492 -0.597342 -5.403718  0.178
H: -5.690549 -1.783523 -6.472540  0.457
C: -1.651357 0.336114 -0.471212  -0.246
O: -2.518050 0.562331 -1.532243  -0.722
H: -1.716543 -0.619198 0.049570  0.162
H: -0.613334 0.538843 -0.734842  0.184
H: -1.980382 1.070756 0.263741  0.157
H: -3.370360 0.166017 -1.337037  0.465

Atoms 1-3, force components in eV/Å:
C -0.56 -0.91 1.72
O -0.75 0.43 -2.50
P -0.51 -0.57 -0.74

7.
Below is a molecular structure, C6H22HgO7, with properties calculated with the ωB97M-V functional and the def2-TZVPD basis.

Summary:
ΔE to the lowest compared entry with this formula, charge and spin: 699.5 kJ/mol
LUMO energy: -4.63 eV

Each line ends with the natural charge from an NBO analysis.
CARTESIAN COORDINATES (ANGSTROEM)
Hg: 0.488651 0.756511 -0.481629  0.444
C: 4.194211 0.075061 4.927601  -0.606
C: 3.179501 0.669151 3.937851  -0.108
O: 3.014941 0.001431 2.678791  -0.479
H: 5.232551 0.033571 4.598621  0.211
H: 3.878721 -0.958269 5.071851  0.207
H: 4.067181 0.591981 5.878791  0.213
H: 3.547901 1.684621 3.792261  0.161
H: 2.198041 0.667191 4.412011  0.155
C: -4.336919 0.001031 -3.937849  -0.622
C: -2.904539 0.291101 -4.425669  -0.111
O: -2.153149 0.992281 -3.473559  -0.466
H: -4.841819 -0.648499 -4.652889  0.203
H: -4.877599 0.940411 -3.822449  0.207
H: -4.475259 -0.616599 -3.050439  0.211
H: -2.964279 0.787921 -5.394019  0.158
H: -2.455579 -0.701859 -4.449759  0.212
C: -1.885009 -2.522719 1.496991  -0.097
C: -1.630969 -3.345019 0.205671  -0.080
O: -0.609529 -2.810289 -0.696169  -0.732
O: -2.004979 -1.166289 1.089301  -0.716
H: -0.984489 -2.496889 2.110581  0.177
H: -2.672119 -2.897269 2.151411  0.180
H: -2.550789 -3.281129 -0.375659  0.161
H: -1.484959 -4.381769 0.508881  0.166
H: -0.350949 -3.439869 -1.373189  0.477
H: -2.849269 -0.877099 1.443061  0.467
O: 2.790701 3.860101 -1.161569  -0.935
H: 3.558551 4.064081 -0.627689  0.468
H: 2.949591 4.309061 -1.991889  0.468
O: 3.479421 0.050591 -2.368869  -0.937
H: 3.951361 -0.738869 -2.633919  0.467
H: 4.141461 0.593731 -1.941159  0.472
O: -1.157249 3.477021 0.846241  -0.936
H: -1.742809 3.356471 1.593791  0.468
H: -1.740529 3.679131 0.114681  0.473

Atoms 1-3, force components in eV/Å:
Hg 0.00 -0.11 0.04
C -0.51 -1.37 -0.14
C -0.50 -0.46 -2.22

8.
Below is a molecular structure, C6H22InN8O6, with properties calculated with the ωB97M-V functional and the def2-TZVPD basis.

Summary:
net charge: +3
ΔE to the lowest compared entry with this formula, charge and spin: 697.3 kJ/mol
LUMO energy: -14.85 eV

Each line ends with the natural charge from an NBO analysis.
CARTESIAN COORDINATES (ANGSTROEM)
In: -1.892027 -0.221593 -0.125060  0.995
C: 1.374533 4.085667 -4.702760  -0.078
C: 0.239453 4.130417 -3.629600  -0.067
O: -0.631877 3.058507 -3.629450  -0.565
O: 2.138123 5.222867 -4.523690  -0.555
H: 1.066623 4.013627 -5.745880  0.220
H: 1.889073 3.168937 -4.414720  0.206
H: -0.513637 4.855237 -3.938770  0.250
H: 0.688833 4.403597 -2.674860  0.217
H: -0.855547 2.878977 -4.545610  0.494
H: 2.920533 4.975777 -4.025320  0.497
C: -0.535227 -5.157623 3.116360  0.732
O: -0.473607 -3.981643 2.858540  -0.600
N: 0.401993 -5.901503 3.529320  -0.712
N: -1.578047 -5.917853 3.053710  -0.760
H: 0.185183 -6.875163 3.370970  0.403
H: 1.327673 -5.520913 3.664810  0.415
H: -1.615047 -6.897183 3.297930  0.415
H: -2.416557 -5.432013 2.769170  0.411
C: 3.266363 -0.242843 3.206060  0.736
O: 2.262763 0.263097 2.644440  -0.521
N: 3.463953 -1.504073 3.499570  -0.758
N: 4.226443 0.492997 3.584000  -0.763
H: 4.193823 -1.757903 4.149930  0.418
H: 2.661073 -2.100643 3.359550  0.415
H: 4.178083 1.458397 3.291160  0.418
H: 5.128343 0.279807 3.985540  0.423
C: 3.395623 -1.365033 -1.880270  0.729
O: 2.489033 -0.500813 -1.862230  -0.561
N: 4.606063 -1.018573 -1.714190  -0.739
N: 3.270313 -2.607053 -2.077280  -0.772
H: 5.259333 -1.785083 -1.790300  0.401
H: 4.801293 -0.082963 -1.387680  0.429
H: 2.390943 -2.995263 -2.387280  0.421
H: 4.100373 -3.181033 -2.117790  0.405
C: -7.224467 2.614927 0.382510  0.712
O: -6.100887 2.402957 0.205270  -0.503
N: -7.818007 3.648437 -0.094990  -0.740
N: -7.875857 1.888497 1.167050  -0.731
H: -8.817407 3.785087 -0.043690  0.408
H: -7.353177 4.267577 -0.743600  0.422
H: -8.835317 2.081727 1.416440  0.414
H: -7.389127 1.069627 1.502690  0.417

Atoms 1-3, force components in eV/Å:
In 0.05 0.02 0.09
C 0.56 -0.06 -0.17
C -1.65 0.73 -0.42